(1)
Entry from the Open Molecules 2025 dataset: a cluster of 2 separate species, C10H15ClN in total (ωB97M-V with the def2-TZVPD basis set).

Last column: Mulliken charge in e.
Element x y z (Å)
C -3.68163 -0.26057 0.08807  -0.32
C -2.91631 -1.07493 0.88053  -0.56
C -3.01259 0.56022 -0.77704  -0.69
C -1.56361 -1.07974 0.71107  -0.36
C -1.67176 0.42539 -1.10543  -0.57
C -0.89032 -0.36140 -0.28624  0.92
C 3.03045 -0.26539 -0.38886  -1.01
C 1.41872 1.53138 -0.23421  -0.65
C 1.50112 -0.04934 1.53239  -0.92
C 0.52883 -0.72256 -0.56442  -0.32
N 1.65271 0.09390 0.08347  0.12
Cl 0.79058 -2.42527 -0.49176  -0.02
H -4.78886 -0.02799 0.30862  0.31
H -3.40369 -1.56016 1.79784  0.29
H -3.64398 1.17759 -1.46851  0.30
H -0.89957 -1.78090 1.13572  0.43
H -1.35935 0.89629 -1.97591  0.35
H 3.80084 0.47247 -0.17911  0.39
H 3.19876 -1.09521 0.13121  0.48
H 2.86691 -0.41356 -1.49952  0.36
H 2.43683 1.90726 -0.37917  0.31
H 0.92427 1.78816 -1.17531  0.36
H 0.85368 2.12014 0.51446  0.33
H 1.59594 -1.07814 1.97906  0.33
H 2.25240 0.70185 1.89518  0.46
H 0.47094 0.36648 1.75351  0.41
H 0.50870 0.15401 -2.28562  0.26

Results
- energy relative to the best compared isomer or geometry (same formula, charge and spin) (eV) = 4.428
- orbital gap (spin up / spin down) (eV) = 8.5 / 8.5
- total charge = +1



(2)
Entry from the Open Molecules 2025 dataset: a structure of composition C39H33FFeN2O4P (ωB97M-V with the def2-TZVPD basis set).

Last column: Mulliken charge in e.
Element x y z (Å)
Fe 0.40528 -1.24163 0.60259  0.62
C 2.34113 -2.80676 0.76587  -0.71
C 1.71690 -2.74590 2.02468  -0.75
C 1.95144 -1.65144 2.86031  -0.19
C 2.82802 -0.64479 2.46073  -0.52
C 3.44095 -0.70453 1.21740  -0.45
C 3.18404 -1.77085 0.36156  -0.13
H 2.22006 -3.68516 0.14528  0.56
H 1.12096 -3.57952 2.37547  0.52
H 1.47651 -1.61173 3.83069  0.49
H 3.02251 0.18931 3.12249  0.50
H 4.11069 0.08488 0.90184  0.48
H 3.65138 -1.80968 -0.61330  0.50
O -1.13408 -1.50416 3.05528  -0.65
N -1.40486 -1.83171 1.71370  0.51
C -2.42937 -2.58966 1.65066  -0.77
C -3.00055 -3.19684 0.44334  0.91
C -4.21506 -3.85183 0.63441  -1.04
C -4.86362 -4.47243 -0.42297  -0.77
C -4.29704 -4.45095 -1.68520  -0.75
C -3.08630 -3.80043 -1.89082  -0.54
C -2.42963 -3.17384 -0.83746  0.32
P -0.89056 -2.33203 -1.24819  1.00
C 0.31791 -3.55614 -1.76587  0.56
C 1.44370 -3.12765 -2.47809  -0.37
C 2.45890 -4.02673 -2.76165  -0.80
C 2.36504 -5.34414 -2.32521  -0.66
C 1.25333 -5.76791 -1.60874  -0.80
C 0.22563 -4.87765 -1.32961  -0.73
C -1.25435 -1.20692 -2.59548  0.92
C -1.87418 0.00042 -2.27013  -0.81
C -2.23571 0.88168 -3.27268  -0.70
C -1.97430 0.56398 -4.60037  -0.65
C -1.36409 -0.63701 -4.92656  -0.75
C -1.00530 -1.53028 -3.92601  -0.21
H -0.80948 -0.58795 2.96600  0.41
H -2.93269 -2.79027 2.59298  0.47
H -4.65694 -3.87276 1.62291  0.44
H -5.80878 -4.97127 -0.25811  0.43
H -4.79308 -4.93565 -2.51523  0.48
H -2.65837 -3.77675 -2.88577  0.48
H 1.52780 -2.09559 -2.79922  0.54
H 3.32237 -3.70280 -3.32784  0.51
H 3.15740 -6.04484 -2.55300  0.43
H 1.17999 -6.79548 -1.27855  0.47
H -0.64638 -5.21663 -0.78259  0.39
H -2.08068 0.25119 -1.23374  0.34
H -2.72053 1.81588 -3.02272  0.47
H -2.25042 1.25664 -5.38415  0.43
H -1.16969 -0.88483 -5.96126  0.47
H -0.53789 -2.47001 -4.19070  0.44
C 2.40648 5.82476 -0.59689  -1.79
C 1.21856 5.77053 0.34968  0.47
C 1.47688 6.55656 1.61997  -0.95
C 0.26760 6.50790 2.53213  -1.01
C -0.09100 5.08175 2.84075  0.80
C -0.72712 4.75208 4.01112  -0.67
C -1.05458 3.42436 4.28789  -0.21
F -1.67912 3.15805 5.43385  -0.34
C -0.75322 2.40901 3.43200  -0.56
C -0.09813 2.71092 2.22597  1.57
C 0.22578 1.66040 1.28915  0.53
O -0.04980 0.43576 1.60815  0.00
C 0.81296 2.03882 0.07846  -0.47
C 1.10115 3.37862 -0.14470  -0.27
N 0.86173 4.34622 0.71746  0.16
C 0.22804 4.04758 1.93161  -1.29
C 1.15425 1.11065 -1.03289  0.08
O 1.57612 1.48295 -2.09571  -0.69
O 0.96481 -0.17507 -0.75264  0.50
H 2.73187 6.86155 -0.66801  0.43
H 2.17324 5.49747 -1.60850  0.52
H 3.24351 5.23729 -0.21522  0.40
H 0.33181 6.17431 -0.14570  0.15
H 1.70755 7.58314 1.33944  0.39
H 2.35924 6.15124 2.12465  0.34
H -0.58228 6.99607 2.04535  0.34
H 0.45016 7.04752 3.46042  0.49
H -0.98118 5.51766 4.73372  0.55
H -1.03158 1.39855 3.68699  0.45
H 1.55830 3.64453 -1.08543  0.72

Results
- ⟨S²⟩ = 8.77
- energy relative to the best compared isomer or geometry (same formula, charge and spin) (eV) = 0.000
- multiplicity = 6
- orbital gap (spin up / spin down) (eV) = 8.1 / 6.7
- total charge = +2



(3)
Entry from the Open Molecules 2025 dataset: a cluster of 2 separate species, C5H9N in total (ωB97M-V with the def2-TZVPD basis set).

Last column: Mulliken charge in e.
Element x y z (Å)
C 0.82529 1.16560 0.70898  -1.14
C 0.65549 -0.25276 0.27718  0.83
C 0.74417 -0.44712 -1.37441  -1.18
N 0.79455 -1.19838 1.07411  -0.72
H 0.80899 1.22956 1.79420  0.31
H 0.03127 1.76508 0.27021  0.32
H 1.79225 1.55925 0.39734  0.36
H 0.86957 -1.50000 -1.62776  0.33
H 0.12708 0.20662 -1.98789  0.31
H 1.75720 -0.08699 -1.56520  0.36
H 0.81671 -2.14956 0.72152  0.23
C -2.46682 0.15941 -0.18861  -0.37
C -2.39554 -0.16076 0.96795  -0.24
H -2.29237 0.24690 -1.36664  0.24
H -2.06784 -0.53687 1.89899  0.38

Results
- energy relative to the best compared isomer or geometry (same formula, charge and spin) (eV) = 3.482
- orbital gap (eV) = 10.4



(4)
Entry from the Open Molecules 2025 dataset: a cluster of 2 separate species, C10H17BO3 in total (ωB97M-V with the def2-TZVPD basis set).

Last column: Mulliken charge in e.
Element x y z (Å)
B -2.80512 -0.25185 -0.78752  0.74
C 0.78457 0.06016 -0.88629  1.10
C 0.70932 -0.99094 0.16121  0.30
C 0.38366 1.23513 -0.37197  0.24
C 0.06239 -0.42209 1.21987  1.11
C -0.25249 0.91965 0.92614  1.19
C 1.57838 -0.27960 -2.13166  -1.70
C 1.18682 -2.36828 0.13873  -2.03
C 0.26601 2.40441 -1.22824  -1.89
C -0.39247 -1.14080 2.45659  -2.29
C -0.65843 2.06584 1.77257  -1.52
O -2.14827 -1.37666 -1.31290  -0.75
O -4.11782 -0.19041 -1.31610  -0.59
O -2.36834 0.68248 0.00702  -0.65
H 0.82056 -0.78998 -2.76993  0.33
H 2.43837 -0.90577 -1.94173  0.37
H 2.09700 0.65495 -2.36185  0.47
H 1.07358 -2.74934 -0.78850  0.51
H 0.82098 -3.03514 0.84460  0.42
H 2.22698 -2.28663 0.19497  0.44
H 0.37996 2.21637 -2.30766  0.48
H 0.81166 3.17610 -0.83184  0.43
H -0.84012 2.80939 -1.30596  0.30
H -0.58301 -2.14039 2.41538  0.50
H -1.30448 -0.85116 2.80709  0.55
H 0.15436 -0.95112 3.43299  0.33
H -1.44219 1.58003 2.49345  0.30
H -1.06807 2.94967 1.25894  0.38
H 0.29300 2.33825 2.33270  0.34
H -1.34644 -1.42664 -0.91041  0.28
H -4.32232 -0.80641 -2.09167  0.29

Results
- energy relative to the best compared isomer or geometry (same formula, charge and spin) (eV) = 2.890
- orbital gap (spin up / spin down) (eV) = 6.7 / 6.7



(5)
Entry from the Open Molecules 2025 dataset: a cluster of 10 separate species, C20H60O10 in total (ωB97M-V with the def2-TZVPD basis set).

Last column: Mulliken charge in e.
Element x y z (Å)
C -0.91749 -2.99578 3.27559  -0.14
C -2.20596 -3.39990 3.96751  -0.59
O -3.14657 -2.33298 3.91609  -0.54
H -0.62565 -1.96068 3.41809  0.18
H -0.93129 -3.32473 2.23182  -0.26
H -0.12648 -3.66487 3.63920  0.38
H -1.99033 -3.69093 5.00333  0.44
H -2.63894 -4.28900 3.49083  0.29
H -3.86676 -2.52035 4.52386  0.29
C 2.44952 -2.39929 -3.66148  -0.54
C 3.03859 -1.06282 -4.05299  -0.36
O 2.11696 -0.00707 -3.65185  -0.38
H 2.16048 -2.37807 -2.61072  -0.21
H 3.17898 -3.20237 -3.77590  0.39
H 1.56507 -2.61563 -4.25997  0.28
H 3.14688 -0.99527 -5.13400  0.34
H 3.98758 -0.90560 -3.54419  0.27
H 1.90206 0.51407 -4.43174  0.19
C -1.51035 4.00310 1.81497  -0.49
C -2.60708 4.61998 2.66257  -0.52
O -2.66512 6.04071 2.58889  -0.52
H -1.77139 4.03692 0.75851  0.20
H -1.46414 2.95457 2.12895  0.19
H -0.53369 4.44559 1.99947  0.23
H -2.44726 4.30315 3.69727  0.29
H -3.56185 4.26861 2.28143  0.32
H -1.83208 6.39269 2.91629  0.30
C -2.78808 3.33103 -5.07304  -1.01
C -3.25490 2.04642 -4.45085  -0.17
O -2.09937 1.35809 -3.90128  -0.46
H -3.58070 3.89389 -5.55743  0.37
H -1.99464 3.12707 -5.79780  0.27
H -2.28685 3.93993 -4.31526  0.17
H -3.71847 1.38362 -5.18495  0.34
H -3.97545 2.22950 -3.65151  0.25
H -2.22778 0.42269 -4.08080  0.25
C 3.54222 -0.20069 4.62654  -1.14
C 2.22037 -0.70097 4.03651  0.09
O 1.41394 0.33813 3.54970  -0.42
H 3.40582 0.15219 5.65018  0.30
H 3.90031 0.63278 4.02130  0.24
H 4.31106 -0.97463 4.62841  0.34
H 1.65688 -1.30289 4.75475  0.39
H 2.44289 -1.43001 3.23555  0.03
H 1.68527 0.54260 2.64086  0.25
C -3.03374 -3.74243 0.32790  -0.24
C -4.29919 -3.88583 -0.50546  -0.66
O -4.16640 -4.84826 -1.54512  -0.54
H -3.25727 -3.10443 1.19124  0.18
H -2.27280 -3.18306 -0.22264  0.03
H -2.69555 -4.71588 0.67337  0.28
H -4.57890 -2.91998 -0.93799  0.30
H -5.11677 -4.23063 0.12537  0.34
H -3.64790 -4.46794 -2.25934  0.30
C 1.42732 -3.86182 0.05503  -0.42
C 2.34716 -4.75133 0.86182  -0.53
O 1.68131 -5.63066 1.74689  -0.51
H 0.92033 -3.11203 0.67505  -0.01
H 0.66622 -4.43637 -0.46988  0.45
H 2.07883 -3.22433 -0.54867  0.07
H 3.06217 -4.15738 1.42961  0.31
H 2.95000 -5.32944 0.14488  0.31
H 0.86511 -5.90916 1.31853  0.32
C 2.52676 3.42000 1.74967  -0.89
C 3.15344 2.29627 0.94743  -0.17
O 2.36431 1.11579 1.04872  -0.30
H 3.10075 4.34480 1.62946  0.44
H 2.51006 3.19116 2.81534  0.36
H 1.50818 3.61814 1.41429  -0.08
H 4.14076 2.10663 1.38199  0.24
H 3.27187 2.59760 -0.09395  0.34
H 2.03972 0.89010 0.16034  0.16
C 1.42265 4.60412 -2.31911  -1.21
C 0.24195 3.62397 -2.43709  0.75
O 0.29162 2.96869 -3.69094  -0.54
H 2.18983 4.20304 -1.65980  0.14
H 1.07752 5.57669 -1.97480  0.33
H 1.87603 4.75141 -3.29995  0.37
H -0.68403 4.18108 -2.24050  0.25
H 0.31892 2.89122 -1.62535  -0.26
H -0.46307 2.36607 -3.74741  0.19
C -0.59380 -0.26396 0.42045  -0.51
C -0.13559 -0.31753 -1.01548  0.14
O 0.99968 0.51477 -1.17005  -0.62
H -1.54385 -0.77444 0.56752  0.42
H -0.56210 0.75709 0.79781  0.02
H 0.12232 -0.81204 1.04630  -0.22
H -0.94401 -0.03122 -1.70308  0.03
H 0.14390 -1.34078 -1.31002  0.23
H 1.34006 0.40947 -2.07512  0.33

Results
- energy relative to the best compared isomer or geometry (same formula, charge and spin) (eV) = 1.174
- orbital gap (eV) = 9.5



(6)
Entry from the Open Molecules 2025 dataset: a structure of composition C16H48AgBN4O4 (ωB97M-V with the def2-TZVPD basis set).

Last column: Mulliken charge in e.
Element x y z (Å)
Ag -0.34460 -0.60129 -0.09741  0.27
B -2.71855 1.03712 -1.01039  0.84
H -2.93875 1.33378 -2.02416  -0.22
H -1.79361 1.44304 -0.63097  -0.70
H -3.53291 1.30782 -0.35634  -0.19
H -2.62865 -0.03786 -0.98616  -0.31
C 2.49266 2.67977 -2.13880  -1.50
C 2.34780 1.74884 -0.88581  0.36
C 2.96381 2.39058 0.40435  -1.04
O 2.29215 3.63022 0.70117  -0.36
C 2.99673 4.39627 1.63997  -0.87
N 0.97844 1.46739 -0.68442  0.39
H 3.50029 2.64214 -2.55278  0.45
H 2.45758 3.73451 -1.86605  0.35
H 1.81231 2.43626 -2.95485  0.39
H 2.88052 0.83953 -1.16415  -0.07
H 4.00118 2.63866 0.17980  0.71
H 2.83388 1.73843 1.26802  0.27
H 2.84497 4.14463 2.68961  0.31
H 2.57493 5.40117 1.62106  0.32
H 4.08615 4.41453 1.60947  0.34
H 0.54978 1.42409 -1.59792  0.00
H 0.61924 2.36978 -0.40735  0.20
C 1.98098 -1.41739 -3.33191  -1.65
C 0.64926 -0.72080 -3.44031  1.05
C -0.29585 -1.07097 -4.63686  -1.00
O -1.42379 -0.12085 -4.53400  -0.31
C -2.17169 -0.00412 -5.69372  -0.87
N -0.20313 -1.17413 -2.33775  0.08
H 2.50005 -1.08914 -2.43141  0.15
H 2.58020 -1.00083 -4.14154  0.43
H 1.90018 -2.48909 -3.51364  0.36
H 0.83245 0.35005 -3.35189  -0.04
H -0.65725 -2.09930 -4.64129  0.43
H 0.28636 -0.88987 -5.54037  0.49
H -3.03471 0.61763 -5.45555  0.26
H -2.65268 -0.90472 -6.07538  0.33
H -1.61870 0.58032 -6.42908  0.33
H -1.05006 -0.64850 -2.50057  0.25
H -0.51744 -2.03637 -2.75947  0.10
C -0.40300 2.44251 2.50642  -1.25
C -0.76264 1.01777 3.13191  -0.17
C -2.05919 1.05807 4.00758  -0.73
O -1.85896 1.56395 5.30438  -0.34
C -3.00312 1.53144 6.16100  -0.77
N -1.03955 0.13754 2.00410  0.24
H 0.01703 2.96617 3.36517  0.47
H -1.23126 2.97476 2.03867  0.36
H 0.35280 2.25388 1.74399  -0.02
H 0.07007 0.56721 3.67198  0.57
H -2.38498 0.01824 4.03404  0.41
H -2.80508 1.77255 3.65935  0.41
H -3.74256 2.23556 5.77951  0.33
H -2.72455 1.66554 7.20624  0.26
H -3.60016 0.62369 6.07371  0.32
H -1.91360 0.53455 1.69025  0.25
H -1.29922 -0.79904 2.27884  -0.01
C -1.36291 -4.84086 1.56575  -1.73
C -0.71927 -3.51258 1.34902  0.28
C 0.70616 -3.71123 0.90892  -0.82
O 1.27418 -2.36088 0.80924  -0.07
C 2.66336 -2.59279 0.36481  -0.99
N -1.48651 -2.77080 0.43554  -0.28
H -2.24794 -4.69100 2.18411  0.46
H -0.76525 -5.44697 2.24658  0.43
H -1.54034 -5.37330 0.63134  0.42
H -0.82724 -2.98224 2.29516  0.19
H 0.62638 -4.19801 -0.06308  0.45
H 1.26915 -4.32378 1.61315  0.48
H 3.28024 -1.69940 0.26780  0.26
H 2.77380 -3.16237 -0.55795  0.39
H 3.24298 -3.13028 1.11530  0.36
H -1.41815 -3.30407 -0.41947  0.24
H -2.46007 -2.92498 0.65580  0.26

Results
- ⟨S²⟩ = 0.75
- multiplicity = 2
- orbital gap (spin up / spin down) (eV) = 9.4 / 5.4
- total charge = +1



(7)
Entry from the Open Molecules 2025 dataset: the molecule C3H4N2O (ωB97M-V with the def2-TZVPD basis set).

Last column: Mulliken charge in e.
Element x y z (Å)
N 1.82270 -0.04262 -0.04908  -0.25
C 0.72641 0.43415 -0.54792  -0.29
C -0.33118 1.02514 0.18992  0.20
N -1.53846 0.55485 0.32647  -0.54
C -1.63736 -0.76442 -0.09035  0.16
O -0.73939 -1.58791 -0.05416  -0.50
H 2.51410 -0.44712 -0.66855  0.26
H 1.96803 -0.22324 0.94125  0.23
H -0.16900 2.07391 0.46787  0.36
H -2.61627 -1.01564 -0.52605  0.37

Results
- energy relative to the best compared isomer or geometry (same formula, charge and spin) (eV) = 2.931
- orbital gap (spin up / spin down) (eV) = 9.0 / 9.0



no.,calculated total energy (eV)
1,-24614.2150
2,-98529.7694
3,-6817.5131
4,-17463.5924
5,-42185.6240
6,-36182.6933
7,-8200.9546